[1]
A molecular structure, C43H31Br9F4O16 in a non-equilibrium geometry, computed with ωB97M-V/def2-TZVPD.

Positions of all 103 atoms, in Å:
C  -0.2944  2.1954  8.1235
C  -1.3112  1.0486  8.1488
O  -0.7588  0.1636  9.1014
C  0.3907  0.6250  9.5983
O  1.1491  0.0252  10.2817
O  0.6265  1.9042  9.1497
F  -1.3679  0.4093  6.9451
H  -0.8743  3.0984  8.3096
H  0.1747  2.1644  7.1394
H  -2.3093  1.3477  8.4600
C  -1.0317  3.1834  -6.2809
C  -1.6763  4.5009  -6.6558
O  -2.2462  4.9157  -5.4455
C  -1.5379  4.3668  -4.4239
O  -1.6381  4.6504  -3.2826
O  -0.6625  3.4612  -4.9323
F  -2.6046  4.4349  -7.6553
H  -0.1602  2.9590  -6.8904
H  -1.6775  2.3029  -6.2468
H  -0.9484  5.2233  -7.0432
C  -5.4705  -3.0576  1.5973
C  -5.3528  -1.5627  1.8115
O  -6.3122  -1.0367  0.9421
C  -6.8444  -2.0056  0.1344
O  -7.6638  -1.7883  -0.6886
O  -6.3262  -3.2063  0.4627
F  -4.1127  -1.0928  1.4882
H  -5.9728  -3.5198  2.4498
H  -4.5453  -3.5977  1.4144
H  -5.6092  -1.2234  2.8134
C  -2.7000  -2.2326  5.2494
C  -3.7719  -1.6549  6.1702
O  -4.6884  -2.7575  6.2618
C  -4.5463  -3.5424  5.1666
O  -5.3225  -4.3479  4.7668
O  -3.4664  -3.1490  4.4537
F  -4.4312  -0.5914  5.6554
H  -1.9654  -2.7544  5.8571
H  -2.3649  -1.4897  4.5255
H  -3.4855  -1.4332  7.1944
C  0.4655  -3.9973  -3.6891
C  0.3191  -2.6742  -3.2829
C  0.5832  -1.6590  -4.1940
C  0.7194  -1.9689  -5.5423
C  0.7402  -3.2958  -5.9765
C  0.6154  -4.3093  -5.0307
C  0.9067  -3.6436  -7.4157
O  0.7999  -4.7695  -7.8355
C  1.2391  -2.4855  -8.2931
C  1.6991  -2.7520  -9.5822
C  2.1839  -1.7567  -10.4181
C  2.0617  -0.4289  -10.0313
C  1.5952  -0.1477  -8.7576
C  1.1881  -1.1429  -7.8873
C  0.7441  -0.8241  -6.5114
O  0.5952  0.3152  -6.1199
H  0.4584  -4.7417  -2.9025
H  0.0827  -2.4404  -2.2527
H  0.5839  -0.6173  -3.9048
H  0.6578  -5.3501  -5.3230
H  1.6015  -3.7532  -9.9856
H  2.6004  -2.0292  -11.3784
H  2.4696  0.3266  -10.6899
H  1.4905  0.8907  -8.4664
C  2.9201  0.5434  4.7072
C  1.6989  0.1457  5.2484
C  0.5872  -0.0295  4.4438
C  0.6381  0.3074  3.0980
C  1.8587  0.6914  2.5378
C  2.9930  0.8070  3.3396
C  1.9776  1.0926  1.0974
O  3.0137  1.5437  0.6595
C  0.7574  0.9607  0.2646
C  0.8897  1.0953  -1.1095
C  -0.2525  1.0272  -1.9100
C  -1.4963  0.8142  -1.3346
C  -1.5991  0.5711  0.0335
C  -0.4708  0.5897  0.8362
C  -0.5962  0.2121  2.2844
O  -1.6673  -0.1047  2.7470
H  3.7721  0.5589  5.3692
H  1.5779  -0.1189  6.2932
H  -0.3301  -0.3455  4.9191
H  3.9403  1.1732  2.9693
H  1.7911  1.3196  -1.6571
H  -0.2382  1.3120  -2.9565
H  -2.4020  0.7332  -1.9214
H  -2.5592  0.2856  0.4421
C  3.4004  4.6531  -1.0508
Br  2.1576  4.0417  -2.4326
Br  2.8696  6.3570  -0.3217
Br  5.1976  4.7102  -1.7889
H  3.3587  3.9449  -0.2342
C  4.8989  1.7049  9.1914
Br  5.9143  3.0747  10.1289
Br  5.8423  0.0431  9.1989
Br  4.5263  2.3946  7.4022
H  3.9799  1.5367  9.7361
C  5.5654  -0.3850  -1.7739
Br  7.2855  -0.5827  -2.7322
Br  4.6260  1.1537  -2.4976
Br  5.9242  -0.2591  0.0958
H  4.9593  -1.2548  -1.9784

The calculation puts the LUMO energy at -1.324 eV. The orbital gap comes out at 8.5 eV.

Results of the Mulliken charge analysis, in e, for atoms 1 through 6:
1 C -0.279
2 C 0.190
3 O -0.347
4 C 0.644
5 O -0.501
6 O -0.327

***

[2]
A molecular structure, C43H33BCaCl2N5O4P, computed with ωB97M-V/def2-TZVPD.

Positions of all 90 atoms, in Å:
Ca  -1.1771  -0.4431  0.5842
O  0.7325  -1.5616  1.1192
C  1.4206  -2.5281  0.6330
C  2.4472  -3.1319  1.4157
C  3.2535  -4.1335  0.9319
C  3.1030  -4.6132  -0.3734
C  2.1175  -4.0488  -1.1585
C  1.2692  -3.0334  -0.7000
C  0.3074  -2.5226  -1.6666
N  -0.6477  -1.7086  -1.4290
N  -1.3741  -1.3120  -2.5557
C  -2.4990  -0.7012  -2.2026
O  -2.9532  -0.5410  -1.0427
C  -3.2755  -0.0972  -3.3435
C  -4.1262  0.9673  -3.0604
C  -4.8454  1.5748  -4.0790
C  -4.7328  1.1148  -5.3849
C  -3.8880  0.0503  -5.6701
C  -3.1569  -0.5481  -4.6540
H  2.5747  -2.7486  2.4214
H  4.0254  -4.5478  1.5735
H  3.7417  -5.3974  -0.7605
H  1.9851  -4.3904  -2.1818
H  0.4280  -2.8795  -2.6953
H  -4.1964  1.3150  -2.0381
H  -5.4882  2.4160  -3.8498
H  -5.2977  1.5890  -6.1796
H  -3.7912  -0.3112  -6.6874
H  -2.4825  -1.3691  -4.8606
O  0.0215  0.4239  -3.8847
N  0.9683  0.8706  -2.9943
C  1.2236  2.1020  -3.1620
C  2.2666  2.8252  -2.4105
C  2.8891  3.8690  -3.1060
C  3.9315  4.5888  -2.5550
C  4.3792  4.2723  -1.2794
C  3.7527  3.2599  -0.5742
C  2.6785  2.5403  -1.1027
P  1.8826  1.2194  -0.0851
C  1.6490  2.0267  1.5357
C  1.5142  1.1860  2.6449
C  1.0705  1.6858  3.8593
C  0.7464  3.0283  3.9859
C  0.8550  3.8668  2.8866
C  1.2960  3.3702  1.6682
C  3.3766  0.1837  0.1465
C  4.2306  0.2386  1.2415
C  5.3275  -0.6108  1.3222
C  5.5825  -1.5209  0.3079
C  4.7322  -1.5857  -0.7883
C  3.6346  -0.7436  -0.8652
H  -0.3830  -0.3814  -3.4369
H  0.6886  2.6524  -3.9372
H  2.5445  4.0980  -4.1081
H  4.3985  5.3866  -3.1203
H  5.2046  4.8132  -0.8323
H  4.0884  3.0199  0.4280
H  1.6946  0.1210  2.5375
H  0.9254  1.0039  4.6877
H  0.3648  3.4104  4.9249
H  0.5540  4.9048  2.9623
H  1.3227  4.0255  0.8084
H  4.0266  0.9323  2.0490
H  5.9764  -0.5669  2.1896
H  6.4273  -2.1958  0.3806
H  4.9008  -2.3163  -1.5694
H  2.9520  -0.8096  -1.7054
Cl  -1.8749  0.2445  5.8869
C  -2.6438  -0.9936  4.9274
C  -3.5103  -1.8804  5.5686
C  -4.1477  -2.8742  4.8796
Cl  -5.2324  -3.9604  5.7302
C  -3.9352  -3.0300  3.4886
C  -4.5415  -4.0190  2.6845
C  -4.2626  -4.0717  1.3475
C  -3.3621  -3.1396  0.8014
N  -2.7747  -2.2217  1.5270
C  -3.0506  -2.1327  2.8482
C  -2.3719  -1.0377  3.5475
O  -1.6144  -0.2517  2.9242
H  -3.6777  -1.7709  6.6321
H  -5.2266  -4.7226  3.1390
H  -4.7210  -4.8135  0.7067
H  -3.1233  -3.1408  -0.2564
B  -3.1741  4.1168  0.4775
C  -2.2220  2.8532  0.2983
N  -1.5151  1.9506  0.1520
H  -4.3259  3.7362  0.3704
H  -2.9672  4.6008  1.5738
H  -2.8939  4.9051  -0.4102

The calculation puts the LUMO energy at 3.996 eV. The charge is -2. The orbital gap comes out at 6.5 eV. The energy relative to the best compared isomer or geometry (same formula, charge and spin) is 40.49 kJ/mol.

Results of the Mulliken charge analysis, in e, for atoms 1 through 6:
1 Ca 2.365
2 O -0.030
3 C -0.038
4 C -0.709
5 C -0.444
6 C -0.954

***

[3]
A molecular structure, C43H33BrCl2N7O2Se2Ta in a non-equilibrium geometry, computed with ωB97M-V/def2-TZVPD.

Positions of all 91 atoms, in Å:
Ta  15.9130  12.0189  12.2229
Br  7.2006  5.9087  20.9049
C  8.5132  6.5115  19.7168
C  9.8030  6.7140  20.2131
C  10.7995  7.1917  19.3726
C  10.5388  7.4679  18.0168
C  9.2424  7.2651  17.5330
C  8.2436  6.8007  18.3739
N  11.5562  7.9988  17.2657
N  11.3374  8.1545  15.9979
C  12.1992  8.7697  15.1754
C  11.8847  8.6461  13.8053
C  12.7046  9.2217  12.8535
C  13.8438  9.9718  13.1770
O  14.6416  10.5783  12.2283
C  14.1388  10.1798  14.5383
N  15.2065  11.0188  14.7872
C  15.5512  11.2314  16.0848
C  14.8449  10.6851  17.1393
C  13.7443  9.8342  16.9280
C  13.3503  9.5703  15.5958
H  9.9839  6.5341  21.2925
H  11.8143  7.3721  19.7522
H  9.0786  7.5173  16.4906
H  7.2231  6.6131  17.9944
H  11.0082  8.0626  13.5286
H  12.4083  9.0829  11.8177
H  16.4060  11.8622  16.2750
H  15.1497  10.9322  18.1590
H  13.2189  9.3966  17.7878
Se  17.7920  14.6386  12.6087
Se  19.6227  14.2312  14.2433
C  19.4543  12.3321  14.2229
C  20.5951  11.6926  14.6973
C  20.6446  10.3155  14.8202
C  19.5146  9.6047  14.4474
C  18.4003  10.3023  14.0174
N  18.3478  11.6450  13.8818
C  16.4739  15.0350  13.9044
C  16.2969  16.3658  14.2998
C  15.2156  16.6859  15.0957
C  14.4106  15.6277  15.5037
C  14.6552  14.3510  15.0564
N  15.6640  14.0205  14.2276
H  21.4548  12.3199  14.9640
H  21.5561  9.8242  15.1643
H  19.4799  8.5006  14.4537
H  17.4868  9.7585  13.7662
H  17.0223  17.0970  13.9482
H  15.0208  17.7206  15.3809
H  13.5381  15.7872  16.1462
H  13.9981  13.5320  15.3612
Cl  19.9682  13.5682  10.2822
C  19.6539  11.8673  10.1390
C  20.6445  10.9966  9.5943
C  20.3956  9.6256  9.5533
Cl  21.5944  8.6438  8.8519
C  19.2127  9.0647  10.1175
C  18.8885  7.6912  10.1004
C  17.6681  7.3296  10.6510
C  16.7889  8.2574  11.1776
N  17.0348  9.5726  11.2250
C  18.2197  9.9530  10.6614
C  18.4510  11.3270  10.6208
O  17.3907  12.0848  11.0402
H  21.5767  11.3500  9.1681
H  19.5673  6.9211  9.6961
H  17.3257  6.2842  10.6504
H  15.8410  7.8884  11.5911
C  14.5359  15.8402  8.1372
N  15.3614  14.8620  8.8142
C  15.1152  13.4686  8.4778
C  15.6631  15.1350  10.2017
C  14.5853  14.7381  11.1627
C  13.6343  15.7352  11.3045
C  12.4184  15.5574  11.9631
C  12.2506  14.2786  12.4637
C  13.2208  13.2873  12.3524
C  14.4798  13.5109  11.7867
H  14.6102  15.7373  7.0345
H  14.9395  16.8503  8.3971
H  13.4700  15.7894  8.4393
H  15.2383  13.3309  7.3816
H  14.1139  13.0901  8.7620
H  15.8722  12.8226  8.9669
H  15.7638  16.2384  10.2493
H  16.6612  14.6864  10.3875
H  13.8900  16.7081  10.8449
H  11.6617  16.3352  12.0349
H  11.3303  13.9537  12.9619
H  12.9313  12.2852  12.6708

The calculation puts the LUMO energy (alpha / beta) at -6.819 / -6.819 eV. The charge is +2. The orbital gap (alpha / beta) comes out at 5.1 / 5.1 eV. The energy relative to the best compared isomer or geometry (same formula, charge and spin) is 0.00 kJ/mol.

Results of the Mulliken charge analysis, in e, for atoms 1 through 6:
1 Ta 1.597
2 Br -0.113
3 C 0.099
4 C -0.491
5 C -0.274
6 C 0.193

***

| no. | DFT total energy (Eh) |
| --- | --- |
| 1 | -26426.6795 |
| 2 | -4197.5897 |
| 3 | -10545.9248 |